1.
16
Properties=species:S:1:pos:R:3:forces:R:3:mulliken_charge:R:1 method="wB97M-V/def2-TZVPD" lumo_energy_ev=-0.76 gap_ha=0.2808 de_lowest_kj_mol=216.3 smiles="O=C1OSNc2ccccc21"
S -0.291113 -2.966497 1.324781 1.3 4.0 -1.7 0.1439
O 0.344732 -1.823405 -2.388462 -0.1 -2.1 2.5 -0.6212
O 0.121620 -2.841298 -0.357452 0.4 -2.2 0.3 -0.3647
N 0.394655 -1.252076 1.619910 -0.5 -2.6 2.1 -0.4924
C 0.127769 -1.780103 -1.172171 -0.5 0.2 -1.9 0.7878
C -0.228900 1.789964 -1.104399 -0.8 0.3 3.4 -0.5495
C -0.062424 -0.259004 0.770225 1.1 0.5 0.8 0.9180
C 0.029715 0.509994 -1.470029 -1.0 1.4 -1.6 -0.7242
C -0.521383 1.998136 0.334254 2.4 1.6 -2.0 -0.5137
C -0.043875 1.097264 1.195099 -1.8 -2.1 2.2 -0.6714
C -0.163577 -0.502453 -0.587841 0.6 -0.6 2.2 0.2968
H 0.574082 -1.046134 2.651870 -0.6 -0.3 -2.1 0.2849
H 0.297579 0.008260 -2.396547 0.1 1.5 -0.6 0.5434
H 0.006263 1.402707 2.265767 0.1 -0.7 -0.8 0.2550
H -0.010703 2.710379 -1.546034 -0.1 0.9 -1.6 0.3763
H -0.574442 2.954267 0.861031 -0.5 0.4 -1.2 0.3311

---

2.
13
Properties=species:S:1:pos:R:3:forces:R:3:mulliken_charge:R:1 method="wB97M-V/def2-TZVPD" lumo_energy_ev=0.83 gap_ha=0.3420 de_lowest_kj_mol=384.7
C 1.906923 0.569331 0.289594 -0.6 -0.6 0.6 -0.0755
C 0.707557 -1.576387 0.218311 0.4 1.5 -1.2 -0.6417
C -1.633377 -0.501745 -0.080425 0.0 0.1 -0.2 -1.2991
C -0.161059 -0.411308 0.138268 0.0 0.2 0.7 0.8838
C 0.509412 0.859260 0.305873 0.3 -0.7 0.8 -0.2271
C 1.079651 0.143874 -1.034907 -0.3 -0.9 -1.0 -0.6110
C 1.958265 -0.856024 0.042331 0.2 0.0 1.0 -0.0861
H 2.724425 1.261179 0.290421 0.1 0.2 -0.3 0.3428
H -1.880715 -1.439692 -0.568662 0.0 0.0 0.0 0.3360
H -2.142678 -0.472932 0.882745 0.0 0.0 0.1 0.3171
H 2.882097 -1.349404 -0.214397 0.1 0.2 -0.1 0.3871
H 0.044357 1.827875 0.313839 0.0 0.1 -0.3 0.3324
H -1.993995 0.321763 -0.693794 -0.1 0.1 0.0 0.3411

---

3.
13
Properties=species:S:1:pos:R:3:forces:R:3:mulliken_charge:R:1 method="wB97M-V/def2-TZVPD" lumo_energy_ev=0.12 gap_ha=0.3006 de_lowest_kj_mol=313.6 smiles="C=C1C=CC#CC1"
C 1.759695 0.517453 0.538676 0.8 -1.3 2.2 0.0829
C -0.555546 -0.777704 0.718563 -0.7 -2.3 2.7 -0.4800
C 1.124882 1.001373 -0.600885 -2.8 1.7 -0.3 -0.5055
C -0.479212 0.090745 -0.350694 1.5 2.4 -3.2 0.6245
C 0.375436 -1.027790 1.675943 -1.1 -0.9 0.7 -0.3345
C -1.464006 0.107191 -1.273865 1.5 1.6 0.9 -0.9888
C 1.533333 -0.277622 1.430802 1.7 1.3 -0.6 -0.1972
H 1.509262 0.643343 -1.510392 0.5 -0.6 -1.3 0.3128
H 0.297424 -1.695278 2.548867 -0.4 0.2 -0.8 0.3650
H -1.310753 0.844572 -2.017792 -0.3 0.4 -1.1 0.3054
H -1.516272 -1.312053 0.665017 0.5 0.0 0.7 0.2362
H -2.456560 -0.272830 -1.148661 -0.1 -0.7 0.1 0.3135
H 1.182318 2.158598 -0.675577 -1.0 -1.8 0.1 0.2655

---

4.
13
Properties=species:S:1:pos:R:3:forces:R:3:mulliken_charge:R:1 method="wB97M-V/def2-TZVPD" lumo_energy_ev=0.35 gap_ha=0.3112 de_lowest_kj_mol=401.3 smiles="CC#CC1=C2C[C@@H]12"
C -0.712799 1.372594 1.471660 1.1 -1.0 -0.3 -0.3383
C -0.868125 -0.331949 1.722115 -0.2 -1.5 -1.1 -0.4080
C -0.714619 0.673134 2.792662 0.5 -0.4 0.6 -0.2270
C 0.060405 -0.179922 -0.625654 1.7 -0.1 -0.1 -0.0420
C -0.210226 0.212027 0.666061 -2.2 1.8 2.4 0.7202
C 1.096529 -0.999556 -2.884928 2.7 1.8 0.8 -1.1663
C 0.753458 -0.626428 -1.507749 -0.6 0.5 -1.3 -0.0165
H 1.660857 -0.195868 -3.461488 -1.1 -0.6 0.9 0.2673
H 1.806665 -1.799516 -2.908858 0.0 -1.0 -0.1 0.3277
H -1.589697 0.684408 3.391496 -1.0 0.8 0.5 0.2366
H -1.548901 2.031669 1.162010 0.4 -0.6 0.2 0.1501
H 0.094578 0.358123 3.487348 0.2 1.0 -1.0 0.1923
H 0.171874 -1.198717 -3.304674 -1.5 -0.7 -1.4 0.3039

---

5.
13
Properties=species:S:1:pos:R:3:forces:R:3:mulliken_charge:R:1 method="wB97M-V/def2-TZVPD" lumo_energy_ev="-0.55 / -0.36" gap_ha="0.3143 / 0.3211" de_lowest_kj_mol=266.2
C 0.173494 0.171406 1.147354 0.2 0.3 -2.7 -0.4176
C 0.100332 -0.112251 -1.148442 -1.0 -0.3 2.3 -0.2106
C 1.964480 1.063723 -0.268659 0.2 1.1 1.0 -0.3346
C 1.320340 0.912363 1.030527 0.4 0.3 -2.2 -0.4819
C -1.895321 -1.003256 0.315754 -1.1 0.8 -0.2 -0.9432
C 1.262565 0.569284 -1.362893 0.4 -1.8 -2.3 -0.2852
C -0.569065 -0.376907 0.034845 1.3 0.1 2.0 0.9800
H -2.153439 -0.969912 1.429869 0.5 0.0 -1.7 0.2808
H 1.522854 0.319974 -2.473383 0.5 1.5 2.0 0.2539
H -2.530148 -0.222905 -0.231168 -0.1 -1.7 0.7 0.2326
H 1.698106 1.603786 1.747882 0.3 -0.2 1.1 0.3598
H 2.918960 1.704498 -0.324750 -1.6 -1.2 -0.1 0.2902
H -2.008911 -2.052997 -0.061322 0.0 1.1 0.1 0.2758

---

6.
13
Properties=species:S:1:pos:R:3:forces:R:3:lowdin_spin:R:1 method="wB97M-V/def2-TZVPD" lumo_energy_ev="0.97 / -2.26" gap_ha="0.2389 / 0.2883" de_lowest_kj_mol=152.2 spin_multiplicity=3 s2=2.011
C 0.994434 2.324747 -0.672631 2.4 1.1 -3.9 0.6649
C -0.777888 0.848543 -0.207548 3.8 5.9 2.0 0.2257
C 0.015571 -1.829488 0.456668 -3.5 -0.5 -1.6 0.0365
C -1.277255 -1.657333 -0.354664 3.4 -0.9 -0.4 0.0654
C -1.154883 -0.217524 -0.616491 -3.7 -4.5 -1.6 0.4773
C 0.048570 1.886672 0.153778 -6.1 -4.0 4.9 0.3939
C 0.866762 -1.992252 1.257173 4.3 -0.5 1.8 0.0278
H 0.825721 2.100769 -1.699859 0.6 0.3 -0.7 0.0371
H 0.014443 2.113693 1.241667 -0.1 0.4 -0.9 0.0130
H -2.083345 -2.024473 0.286013 -0.2 0.4 -0.5 0.0056
H 1.765612 2.881547 -0.287265 1.9 1.2 0.3 0.0483
H -1.116150 -2.302685 -1.282431 -0.7 0.9 1.1 0.0023
H 1.878408 -2.132217 1.725589 -2.0 0.3 -0.5 0.0020

---

7.
50
Properties=species:S:1:pos:R:3:forces:R:3:lowdin_spin:R:1 method="wB97M-V/def2-TZVPD" lumo_energy_ev="5.66 / 5.66" gap_ha="0.2200 / 0.2201" de_lowest_kj_mol=0.0 spin_multiplicity=3 s2=2.005 total_charge=-3
Pt 0.248305 -0.789488 0.623188 0.5 0.8 1.0 1.5674
As -2.563831 -0.184172 -1.821705 -0.8 -2.2 -1.5 0.0068
As -0.147044 -4.597061 -0.368778 1.1 -0.6 2.9 -0.0009
As 1.370610 -2.155645 3.998326 -1.1 -2.5 0.7 0.0110
F -0.034304 2.100180 1.239250 1.4 0.4 -1.4 -0.0007
F -1.043866 -0.022195 -0.874408 -1.6 0.8 -2.1 0.0502
F 0.315932 -4.464457 -2.083898 -0.5 -0.1 1.1 -0.0006
F 0.034739 -2.822370 -0.144249 -0.7 -3.1 -1.6 0.0035
F 1.842773 1.772676 -3.478710 -0.5 1.7 -0.5 0.0001
F -0.435219 -4.675690 1.412977 -0.1 -0.4 -2.1 -0.0004
F -2.903573 -1.815927 -1.218129 0.6 2.0 -0.1 0.0019
F 1.895807 5.146800 0.866590 -1.1 2.9 -1.0 0.0000
F 0.882988 -1.111755 2.563176 1.6 -0.1 3.4 0.0422
F 0.876274 4.455364 -3.075986 0.3 2.4 -0.5 0.0000
F -4.146296 -0.356190 -2.696694 1.6 0.7 0.5 -0.0002
F -0.141189 -3.055092 3.595228 2.6 1.0 0.7 0.0051
F 0.691369 2.815884 -5.127964 0.3 0.0 0.0 0.0000
F 1.743451 -3.382729 5.324501 -0.2 1.7 -1.1 -0.0006
F -3.391763 0.667716 -0.519977 0.5 -0.3 -0.7 0.0043
F 2.815324 -1.116600 4.419363 -1.9 -0.8 -0.4 0.0072
F -1.200268 3.684378 -3.134731 0.5 0.7 -0.9 0.0001
F 2.342131 3.306465 -0.084347 1.1 -1.0 -3.1 0.0002
F -1.620416 -0.971264 -3.149294 -0.9 1.0 1.1 0.0031
F 2.488176 -3.121164 2.965109 -1.5 1.3 1.1 0.0039
F -2.229127 1.368020 -2.667626 -0.3 -1.0 0.9 0.0054
F 1.561358 -4.770005 0.115860 -0.8 -0.1 -1.1 -0.0004
F 0.322232 -1.231482 5.213567 1.7 -0.5 -1.6 0.0075
F -0.757509 3.995025 1.572587 0.4 1.9 0.7 -0.0001
F -0.263240 -6.408618 -0.531138 0.0 1.5 -0.1 0.0000
F -1.849733 -4.434152 -0.657443 0.8 -0.2 -0.4 -0.0005
O 0.243845 2.938163 -1.603013 0.1 0.8 -2.0 0.0002
O 4.105622 -0.463605 -0.002059 4.0 0.5 -0.8 0.0054
O -1.677965 -1.109503 1.590150 -0.1 1.2 -0.4 0.0811
O 2.388123 -1.762894 0.459130 0.7 -1.1 0.0 0.1023
O 2.059493 0.265619 -0.071593 -1.0 2.9 -0.7 0.0636
O -2.522379 -3.047964 2.330632 -1.4 2.7 -1.0 0.0089
O -3.881846 -1.413669 1.571841 -0.7 0.6 0.1 0.0037
C 1.597942 3.861486 0.808541 0.4 -2.5 4.6 0.0000
C -2.665357 -1.893009 1.853288 2.6 -4.5 1.4 0.0084
C 2.858303 -0.673657 0.119325 -4.3 -2.2 1.2 0.0103
C 0.630630 2.331331 -3.869836 -0.5 -2.7 1.0 0.0000
C -0.506848 3.650085 -0.629919 -0.4 -2.1 0.2 0.0000
C 0.110257 3.357245 0.741227 -1.1 0.4 -0.4 -0.0002
C 0.101351 3.406614 -2.936526 0.4 -2.3 3.4 0.0000
H -0.014131 1.460242 -3.753278 -0.6 0.2 -0.7 0.0001
H 2.080053 3.537640 1.730935 -0.9 -0.7 0.8 0.0000
H 4.138071 0.389387 -0.441329 0.4 0.4 0.0 0.0010
H -0.616910 4.727984 -0.748800 0.4 0.0 -0.2 0.0000
H -1.489246 3.178179 -0.612747 -0.3 0.3 0.1 0.0000
H -3.643097 -0.566124 1.189383 -0.4 0.5 -0.4 0.0000

---

8.
26
Properties=species:S:1:pos:R:3:forces:R:3:mulliken_charge:R:1 method="wB97M-V/def2-TZVPD" lumo_energy_ev=2.23 gap_ha=0.0761 total_charge=-2
S -0.122673 4.827605 2.342464 -0.2 0.0 -0.9 -0.4057
P -0.277970 -4.435469 -2.919141 0.3 -0.1 0.3 0.9677
O 0.090307 -5.376229 -4.067020 0.1 0.3 -0.3 -0.5816
O 0.975340 -3.699814 -2.426619 -0.1 -0.5 0.2 -0.5553
O 3.042609 2.416336 1.777072 0.1 -0.5 0.4 -0.6236
O -1.503332 -2.499669 -0.011026 0.4 0.6 0.6 -0.3818
O -3.139502 -1.113262 0.522025 0.0 -0.3 -0.6 -0.6176
O -1.284494 -3.418714 -3.459750 -0.4 -0.3 -0.1 -0.4812
O -0.924218 -5.244024 -1.786884 0.1 0.6 0.0 -0.5168
O 2.229422 0.574939 3.034101 0.3 0.0 -0.6 -0.6051
N 0.333806 2.341859 0.137391 -0.2 -0.1 -0.6 0.7459
N 1.021108 3.617535 0.093395 0.1 0.8 -0.7 -1.0986
C 0.803942 1.320975 0.995239 1.0 -1.2 1.4 0.3561
C -1.964496 -1.256712 0.242545 -0.4 0.8 0.8 0.1873
C -1.083224 -0.028283 0.240130 0.0 -1.0 -0.7 0.2471
C -1.504178 1.071602 -0.660701 0.4 0.0 0.9 -0.7608
C 0.048925 0.111909 1.022870 -1.1 1.0 -1.1 -0.3313
C -0.777180 2.206185 -0.667815 -0.8 -0.6 -0.2 -0.3321
C 0.384736 4.247174 0.945919 0.4 -0.4 1.7 0.4922
B 2.038807 1.432993 1.924966 -0.2 0.3 -0.6 0.6499
H -1.089261 3.017551 -1.326621 0.6 0.0 0.3 0.2870
H 3.396136 2.401952 0.884608 -0.4 0.3 0.0 0.2924
H 0.332620 -0.734325 1.654426 0.1 0.4 -0.1 0.0626
H 1.894596 -0.304556 2.836253 -0.2 0.2 0.2 0.2998
H -0.532957 -2.504394 -0.033316 -0.2 0.0 -0.6 0.3295
H -2.388870 1.026832 -1.294514 0.3 -0.3 0.2 0.3740

---

Quick rundown of DFT total energy, same order as above: -873.0564, -270.0896, -270.1167, -270.0832, -270.1347, -270.0072, -10220.4658, -1746.1576 Ha